{"formula": "C17H21NO3", "method": "ωB97M-V with the def2-TZVPD basis set", "elements": ["C", "C", "H", "H", "C", "N", "C", "O", "C", "C", "C", "C", "C", "C", "C", "C", "H", "O", "C", "O", "H", "H", "H", "H", "H", "H", "C", "H", "C", "C", "C", "H", "H", "H", "H", "H", "H", "H", "H", "H", "H", "H"], "coordinates": [[3.384, 0.028, 3.659], [2.269, 1.061, 3.540], [2.543, 1.919, 4.159], [1.348, 0.647, 3.955], [1.920, 1.614, 2.143], [1.029, 0.742, 1.385], [-0.299, 0.994, 1.442], [-0.773, 1.854, 2.166], [-1.207, 0.196, 0.569], [-1.228, 0.312, -0.760], [-2.169, -0.315, -1.676], [-1.946, -0.186, -3.047], [-2.785, -0.756, -3.998], [-3.866, -1.464, -3.531], [-4.105, -1.599, -2.161], [-3.282, -1.041, -1.220], [-3.497, -1.153, -0.172], [-5.241, -2.342, -1.973], [-5.713, -2.664, -3.263], [-4.843, -2.117, -4.231], [-6.724, -2.249, -3.401], [-5.752, -3.759, -3.380], [-2.601, -0.650, -5.054], [-1.089, 0.376, -3.387], [-0.471, 0.921, -1.238], [-1.961, -0.359, 1.107], [1.623, -0.335, 0.630], [0.837, -0.873, 0.099], [2.667, 0.211, -0.341], [3.745, 0.936, 0.455], [3.114, 2.054, 1.283], [3.861, 2.510, 1.934], [2.763, 2.825, 0.593], [4.257, 0.219, 1.095], [4.487, 1.368, -0.221], [3.098, -0.610, -0.916], [2.189, 0.904, -1.036], [2.107, -1.036, 1.319], [1.312, 2.506, 2.344], [3.503, -0.242, 4.707], [4.332, 0.432, 3.312], [3.163, -0.882, 3.108]], "atomic_forces_ev_per_a": [[-0.16, 0.11, 0.05], [-0.03, -0.03, -0.19], [-0.06, 0.03, 0.03], [-0.03, 0.10, 0.05], [-0.03, 0.52, 0.39], [0.16, 0.06, -0.02], [-0.13, 0.03, -0.04], [-0.20, 0.07, 0.17], [-0.21, 0.15, -0.38], [0.21, 0.03, 0.60], [-0.25, -0.13, -0.50], [0.08, 0.05, 0.37], [-0.44, -0.30, -0.13], [0.10, 0.07, 0.50], [0.19, 0.09, -0.44], [-0.20, -0.12, -0.17], [-0.04, -0.02, 0.18], [0.35, 0.23, 0.34], [-1.07, -0.69, -0.26], [0.43, 0.27, -0.16], [0.28, -0.02, 0.05], [0.10, 0.26, 0.04], [0.03, 0.02, -0.14], [0.10, 0.07, 0.00], [0.13, 0.07, -0.01], [-0.10, -0.09, 0.04], [0.13, -0.28, -0.44], [0.18, 0.04, 0.16], [0.08, -0.19, 0.27], [-0.08, 0.16, -0.17], [-0.05, -0.18, 0.06], [0.01, 0.09, 0.02], [0.02, 0.05, 0.02], [0.07, -0.05, 0.01], [0.06, -0.04, 0.04], [-0.01, -0.02, -0.05], [-0.06, 0.01, -0.08], [-0.04, -0.03, -0.09], [0.20, -0.24, -0.07], [0.07, -0.06, 0.05], [0.14, -0.03, -0.05], [0.06, -0.11, -0.04]], "homo_lumo_gap_ev": 8.57, "de_lowest_kcal_mol": 41.7, "smiles": "CC[C@H]1CCCCN1C(=O)/C=C/c1ccc2c(c1)OCO2", "lumo_ev": 0.61, "homo_ev": -7.96}

{"formula": "C17H22BrN4Ti", "method": "ωB97M-V with the def2-TZVPD basis set", "elements": ["Ti", "C", "C", "N", "C", "C", "C", "C", "C", "C", "C", "N", "C", "C", "N", "N", "H", "H", "H", "H", "H", "H", "H", "H", "H", "H", "H", "H", "H", "H", "H", "H", "H", "H", "Br", "C", "C", "C", "C", "C", "C", "H", "H", "H", "H"], "coordinates": [[-0.060, 0.168, -0.362], [-2.533, 1.652, 0.150], [-2.532, 0.388, 1.005], [-1.902, -0.745, 0.252], [-1.624, -1.982, 1.049], [-0.370, -1.766, 1.859], [-0.081, -2.419, 3.036], [1.080, -2.068, 3.722], [1.878, -1.030, 3.260], [1.527, -0.397, 2.082], [2.210, 0.855, 1.587], [1.660, 1.303, 0.263], [1.172, 2.728, 0.173], [-0.302, 2.826, 0.543], [-1.148, 1.973, -0.369], [0.453, -0.806, 1.380], [-2.902, 2.497, 0.734], [-3.173, 1.534, -0.724], [-3.550, 0.126, 1.300], [-1.954, 0.522, 1.924], [-2.497, -0.982, -0.543], [-1.495, -2.806, 0.343], [-2.476, -2.221, 1.688], [-0.748, -3.178, 3.423], [1.335, -2.574, 4.644], [2.746, -0.705, 3.818], [3.287, 0.710, 1.495], [2.057, 1.655, 2.316], [2.401, 1.182, -0.425], [1.341, 3.060, -0.853], [1.763, 3.368, 0.831], [-0.641, 3.863, 0.496], [-0.473, 2.474, 1.565], [-1.234, 2.434, -1.274], [1.077, -1.923, -6.429], [0.781, -1.376, -4.694], [-0.101, -2.097, -3.874], [-0.313, -1.698, -2.576], [0.351, -0.558, -2.070], [1.240, 0.165, -2.902], [1.447, -0.241, -4.199], [-0.603, -2.967, -4.276], [-0.983, -2.290, -1.961], [1.769, 1.049, -2.560], [2.124, 0.298, -4.848]], "atomic_forces_ev_per_a": [[0.14, -0.18, -0.40], [0.13, 0.15, -0.02], [0.05, -0.13, 0.13], [0.34, 0.29, -0.15], [-0.11, 0.12, -0.10], [-0.09, -0.08, 0.24], [0.01, -0.01, -0.12], [0.00, 0.00, 0.02], [0.05, 0.03, -0.12], [0.02, 0.06, 0.19], [0.04, 0.08, -0.09], [-0.33, -0.18, 0.00], [0.09, -0.04, 0.11], [-0.23, 0.00, 0.10], [0.21, -0.30, 0.13], [-0.17, 0.23, -0.15], [-0.09, -0.03, -0.04], [-0.04, -0.01, 0.05], [0.00, 0.08, -0.01], [-0.05, 0.04, -0.01], [-0.05, -0.05, 0.06], [-0.01, -0.03, 0.06], [0.05, -0.04, 0.02], [-0.01, -0.01, 0.00], [0.00, -0.01, 0.01], [0.01, 0.00, 0.01], [-0.02, -0.01, 0.05], [0.02, -0.04, 0.02], [0.02, 0.02, 0.02], [-0.03, 0.06, 0.03], [-0.01, 0.03, -0.06], [0.04, -0.01, 0.03], [0.04, 0.03, -0.01], [-0.03, 0.05, 0.03], [0.00, 0.00, -0.02], [0.00, 0.08, 0.19], [0.00, -0.05, -0.09], [0.09, -0.10, -0.04], [-0.03, -0.10, 0.04], [-0.07, 0.04, -0.09], [0.01, -0.03, -0.08], [-0.02, -0.01, 0.03], [0.00, 0.00, -0.01], [0.01, 0.00, 0.00], [0.01, 0.03, 0.03]], "homo_lumo_gap_ev": 6.40, "lumo_ev": -11.29, "charge": 3, "homo_ev": -17.69}

{"formula": "C17H22Cl2N3Pt", "method": "ωB97M-V with the def2-TZVPD basis set", "elements": ["Pt", "C", "N", "C", "C", "C", "C", "C", "C", "C", "N", "C", "C", "C", "C", "C", "C", "N", "C", "C", "H", "H", "H", "H", "H", "H", "H", "H", "H", "H", "H", "H", "H", "H", "H", "H", "H", "H", "H", "H", "Cl", "C", "Cl", "H", "H"], "coordinates": [[-0.352, -0.009, -0.462], [-1.527, 2.386, -1.648], [-0.407, 2.066, -0.690], [-0.600, 2.859, 0.559], [0.872, 2.381, -1.347], [1.386, 3.644, -1.418], [2.602, 3.861, -2.089], [3.327, 2.811, -2.664], [2.828, 1.536, -2.609], [1.564, 1.301, -1.997], [0.972, 0.088, -1.875], [1.221, -1.075, -2.522], [1.965, -1.198, -3.730], [2.233, -2.442, -4.233], [1.760, -3.577, -3.562], [0.951, -3.477, -2.418], [0.645, -2.243, -1.915], [-0.268, -2.067, -0.770], [-1.625, -2.578, -1.171], [0.227, -2.834, 0.422], [-1.536, 3.458, -1.843], [-1.383, 1.844, -2.580], [-2.469, 2.090, -1.190], [-0.699, 3.919, 0.333], [-1.537, 2.539, 1.008], [0.239, 2.694, 1.231], [0.884, 4.490, -0.971], [3.001, 4.868, -2.127], [4.294, 2.999, -3.110], [3.436, 0.708, -2.945], [2.249, -0.316, -4.287], [2.783, -2.552, -5.158], [1.983, -4.562, -3.956], [0.568, -4.382, -1.966], [-1.571, -3.647, -1.370], [-2.314, -2.413, -0.347], [-1.966, -2.052, -2.060], [0.266, -3.898, 0.197], [1.215, -2.474, 0.700], [-0.469, -2.677, 1.241], [-1.975, -0.209, 1.257], [-1.340, 0.315, 2.922], [0.290, -0.197, 3.172], [-2.037, -0.177, 3.594], [-1.427, 1.393, 2.949]], "atomic_forces_ev_per_a": [[-0.57, -0.03, 0.02], [-0.03, 0.01, 0.03], [0.38, -0.01, -0.09], [0.02, 0.05, 0.03], [-0.05, -0.05, 0.01], [0.01, 0.04, -0.01], [-0.01, -0.04, -0.01], [-0.05, 0.00, 0.02], [0.02, 0.01, -0.02], [0.00, -0.03, 0.02], [0.06, 0.00, -0.06], [0.01, -0.06, 0.04], [0.00, 0.02, 0.00], [-0.02, -0.04, 0.03], [0.00, 0.05, -0.01], [0.00, 0.00, -0.02], [-0.03, 0.07, 0.01], [0.42, 0.05, -0.02], [-0.04, -0.01, 0.01], [0.04, -0.02, 0.01], [-0.01, 0.00, -0.01], [0.00, 0.01, 0.00], [0.00, 0.00, 0.00], [0.03, 0.00, -0.02], [0.01, 0.00, -0.01], [-0.02, -0.02, 0.02], [-0.02, 0.00, 0.01], [0.01, 0.00, -0.01], [0.01, 0.01, 0.01], [-0.02, 0.00, 0.01], [-0.01, -0.01, 0.00], [0.00, 0.00, 0.00], [0.00, 0.00, -0.01], [0.00, 0.00, 0.00], [0.00, 0.00, -0.01], [0.01, -0.01, 0.00], [0.00, 0.00, 0.00], [0.00, 0.00, -0.01], [0.00, 0.00, 0.00], [-0.01, 0.02, 0.01], [-0.19, 0.03, -0.04], [0.07, -0.01, 0.08], [0.01, 0.00, -0.04], [0.03, -0.02, 0.01], [-0.04, 0.00, -0.01]], "homo_lumo_gap_ev": [5.98, 5.98], "de_lowest_kcal_mol": 0.0, "lumo_ev": [-13.37, -13.37], "charge": 3, "homo_ev": [-19.35, -19.35]}

{"formula": "C17H22Cl4OW", "method": "ωB97M-V with the def2-TZVPD basis set", "elements": ["C", "C", "C", "C", "C", "C", "C", "C", "C", "C", "W", "Cl", "Cl", "Cl", "H", "H", "H", "H", "H", "H", "H", "H", "H", "H", "H", "H", "H", "H", "H", "O", "H", "Cl", "C", "C", "C", "C", "C", "C", "C", "H", "H", "H", "H", "H", "H"], "coordinates": [[-0.928, 0.903, -2.660], [-1.107, -0.524, -2.870], [0.190, -1.175, -2.717], [-2.319, -1.171, -3.410], [1.173, -0.104, -2.478], [0.479, 1.147, -2.427], [1.147, 2.441, -2.107], [-1.987, 1.963, -2.638], [0.542, -2.569, -3.109], [2.636, -0.247, -2.142], [-0.302, -0.244, -0.881], [-1.975, -3.100, -1.239], [-2.379, -0.028, 0.074], [1.223, -1.711, 0.242], [-3.191, -0.509, -3.390], [-2.564, -2.074, -2.761], [-2.103, -1.560, -4.420], [-0.236, -3.243, -2.722], [1.502, -2.860, -2.661], [0.607, -2.668, -4.207], [2.822, -1.145, -1.536], [2.963, 0.571, -1.503], [3.312, -0.270, -3.009], [2.137, 2.191, -1.712], [0.562, 2.883, -1.185], [1.298, 3.113, -2.980], [-2.964, 1.517, -2.418], [-2.063, 2.492, -3.597], [-1.721, 2.701, -1.875], [0.220, 2.700, 0.089], [0.768, 2.949, 0.854], [-0.479, 2.626, 4.455], [-0.129, 1.048, 4.981], [-0.064, 0.664, 6.313], [0.181, -0.672, 6.672], [0.390, -1.617, 5.679], [0.361, -1.274, 4.338], [0.167, 0.083, 3.959], [0.261, 0.321, 2.619], [-0.249, 1.473, 7.032], [0.214, -0.878, 7.738], [0.539, -2.645, 5.972], [0.515, -2.009, 3.534], [-0.599, 0.553, 1.980], [1.151, -0.042, 2.122]], "atomic_forces_ev_per_a": [[1.49, 0.30, -0.59], [0.35, 0.90, 0.07], [1.13, 0.84, -0.38], [-0.71, -1.16, 0.27], [0.06, 0.65, -0.65], [0.39, 0.48, -1.59], [0.12, 0.08, -1.29], [0.01, -0.03, 0.00], [-0.15, -0.41, 0.11], [0.24, -0.51, 0.04], [-1.41, -2.34, 1.21], [-0.03, -1.26, 1.46], [-1.02, 0.69, 0.88], [0.25, -0.18, 0.60], [0.18, 0.05, -0.28], [0.12, 1.23, -1.06], [-0.25, 0.34, 0.04], [0.36, 0.08, -0.24], [-0.18, 0.07, -0.14], [0.07, 0.05, 0.22], [-0.08, 0.15, -0.45], [-0.05, 0.04, -0.07], [-0.24, 0.02, -0.12], [-0.13, 0.41, -0.05], [0.88, 0.15, -0.68], [-0.27, -0.43, 0.08], [0.20, 0.21, 0.09], [0.07, -0.11, -0.05], [-0.18, -0.11, 0.03], [-0.92, -0.39, 2.59], [-0.26, -0.14, -0.35], [-0.16, 0.84, 0.11], [0.63, -2.38, -0.78], [-0.38, 0.52, -0.07], [-0.04, 1.32, -0.01], [-0.21, -0.32, 0.23], [0.41, 0.67, 0.29], [-0.55, -0.96, 3.58], [-0.09, 0.95, -3.53], [0.13, -0.61, 0.02], [0.03, -0.35, -0.20], [0.07, -0.21, -0.03], [-0.06, 0.37, 0.50], [0.39, 0.50, 0.35], [-0.18, -0.03, -0.17]], "s_squared": 2.02, "homo_lumo_gap_ev": [5.07, 4.72], "de_lowest_kcal_mol": 23.3, "lumo_ev": [4.56, 4.55], "charge": -2, "multiplicity": 3, "homo_ev": [-0.52, -0.17]}